No. 1
Density functional theory data (the ωB97M-V functional and the def2-TZVPD basis) for a molecular structure, C3H4P2 in a non-equilibrium geometry.

The geometry in XYZ format:
```
9
Properties=species:S:1:pos:R:3:forces:R:3
C 0.580 0.485 -0.265 0.747 0.868 -0.545
C -0.449 0.356 0.787 -0.117 -0.441 -0.519
C -0.257 -1.022 0.318 1.091 -0.448 0.683
P 2.130 -0.257 -0.119 -1.708 -0.206 0.500
P -1.779 -0.237 -0.371 -0.080 0.531 -0.206
H 0.269 0.908 -1.221 0.090 -0.075 0.065
H -0.435 0.773 1.777 0.069 -0.061 0.252
H 2.496 -0.043 -1.464 0.081 0.018 -0.313
H -2.553 -0.963 0.558 -0.172 -0.187 0.083
```
Positions in Å, forces in eV/Å.

Values from the calculation:
Gap between HOMO and LUMO   7.04 eV
2S+1   1
ΔE to the lowest compared entry with this formula, charge and spin   91.4 kcal/mol



No. 2
Density functional theory data (the ωB97M-V functional and the def2-TZVPD basis) for 2 unconnected molecules or ions with the total composition C3H4S in a non-equilibrium geometry.

The geometry in XYZ format:
```
8
Properties=species:S:1:pos:R:3:forces:R:3
C 0.265 0.142 1.354 0.320 0.540 2.386
C 0.892 -0.041 0.263 -2.229 0.509 -3.491
C -0.659 -0.011 -1.476 0.581 -2.007 1.118
S -0.987 0.187 -3.059 0.925 0.171 2.528
H 0.651 0.439 2.347 0.516 -0.525 -0.598
H -0.764 0.011 1.428 -2.071 0.083 -0.305
H 1.847 -0.081 -0.105 2.116 0.202 -0.601
H -1.244 -0.645 -0.752 -0.158 1.028 -1.036
```
Positions in Å, forces in eV/Å.

Values from the calculation:
Gap between HOMO and LUMO (alpha / beta)   7.39 / 7.48 eV
2S+1   1
ΔE to the lowest compared entry with this formula, charge and spin   92.3 kcal/mol



No. 3
Density functional theory data (the ωB97M-V functional and the def2-TZVPD basis) for 2 unconnected molecules or ions with the total composition C3H4S in a non-equilibrium geometry.

The geometry in XYZ format:
```
8
Properties=species:S:1:pos:R:3:forces:R:3
C 2.438 0.426 -1.269 -0.767 -0.079 -0.393
C 1.302 0.178 -0.987 -0.432 0.217 0.945
C -1.588 -0.628 0.513 0.854 -0.687 -1.915
S -2.331 -0.004 1.762 -0.340 0.512 1.346
H 3.323 0.697 -1.747 0.997 0.121 -0.185
H 0.345 0.053 -0.495 0.362 -0.304 -0.398
H -2.239 -0.728 -0.371 -0.234 0.067 0.414
H -1.250 0.006 2.593 -0.440 0.153 0.185
```
Positions in Å, forces in eV/Å.

Values from the calculation:
Gap between HOMO and LUMO   8.67 eV
2S+1   1
ΔE to the lowest compared entry with this formula, charge and spin   92.0 kcal/mol



No. 4
Density functional theory data (the ωB97M-V functional and the def2-TZVPD basis) for a molecular structure, C3H4S2 in a non-equilibrium geometry.

The geometry in XYZ format:
```
9
Properties=species:S:1:pos:R:3:forces:R:3
C 1.658 2.398 -1.169 -1.348 0.407 1.826
C 1.166 1.236 -0.512 -1.082 4.938 -4.363
C -0.028 -0.865 0.409 -1.887 -1.472 1.747
H 2.812 2.388 -1.071 -2.110 0.819 -0.338
H 1.000 3.591 -1.536 2.177 -4.555 1.030
H 1.890 0.626 -0.183 2.553 -2.169 1.268
H 0.920 -1.199 0.708 1.988 0.523 -0.500
S -0.374 0.391 -0.664 0.101 1.159 0.007
S -1.088 -1.767 1.271 -0.393 0.350 -0.677
```
Positions in Å, forces in eV/Å.

Values from the calculation:
Gap between HOMO and LUMO   8.25 eV
2S+1   1
ΔE to the lowest compared entry with this formula, charge and spin   70.4 kcal/mol



No. 5
Density functional theory data (the ωB97M-V functional and the def2-TZVPD basis) for a single C3H4S2 molecule in a non-equilibrium geometry.

The geometry in XYZ format:
```
9
Properties=species:S:1:pos:R:3:forces:R:3
C -0.220 -0.550 1.223 0.013 1.330 1.048
C -0.602 0.248 0.045 -0.279 -0.170 -4.783
C 0.039 0.238 -1.269 -0.057 -0.939 2.051
H 1.334 0.223 0.074 1.675 -1.380 1.198
H -1.574 0.769 0.166 0.869 -0.071 -0.347
H -0.223 0.887 -2.109 -0.754 0.079 0.716
H 0.973 -0.400 -1.676 -2.362 1.193 1.671
S 1.529 -0.855 0.980 -0.890 0.628 0.471
S -1.256 -0.561 2.566 1.784 -0.670 -2.024
```
Positions in Å, forces in eV/Å.

Values from the calculation:
Gap between HOMO and LUMO   7.49 eV
2S+1   1
ΔE to the lowest compared entry with this formula, charge and spin   57.5 kcal/mol



No. 6
Density functional theory data (the ωB97M-V functional and the def2-TZVPD basis) for 2 unconnected molecules or ions with the total composition C3H4S2 in a non-equilibrium geometry.

The geometry in XYZ format:
```
9
Properties=species:S:1:pos:R:3:forces:R:3
C -1.864 -0.496 0.203 -1.433 3.264 -0.364
C 0.486 -0.468 -0.053 -2.589 -2.049 1.138
C 1.249 0.737 -0.171 0.697 3.526 -0.736
S -3.305 0.402 0.244 4.104 -2.184 -0.159
S 0.867 -2.005 0.172 -0.353 1.296 -0.356
H -1.765 -1.545 0.347 -0.051 -1.130 0.170
H 2.362 0.526 -0.088 -1.310 0.378 0.016
H 0.916 1.621 0.552 0.632 -2.161 -1.228
H 1.053 1.228 -1.207 0.304 -0.941 1.520
```
Positions in Å, forces in eV/Å.

Values from the calculation:
Gap between HOMO and LUMO (alpha / beta)   7.10 / 7.10 eV
2S+1   1
ΔE to the lowest compared entry with this formula, charge and spin   96.4 kcal/mol